DFT (the ωB97M-V functional and the def2-TZVPD basis) results for a cluster of 2 separate species, C6H11P in total in a non-equilibrium geometry.

Structure (XYZ):
```
18
Properties=species:S:1:pos:R:3:forces:R:3
C -1.25701 0.59415 0.49464 -0.35 0.81 -1.87
C -0.04266 0.83127 1.32942 1.57 -0.55 2.67
C 0.52720 1.15893 -1.02940 -0.79 1.87 -1.66
C -0.39639 -0.00483 -0.65201 -1.47 1.72 -0.37
C 0.78435 0.36054 0.12767 2.80 -2.22 2.16
C -0.90502 -0.80887 -1.80093 -0.93 -0.45 0.96
P 2.70102 -1.56784 0.57616 -0.50 2.69 0.33
H -1.87028 -0.10381 0.95490 -1.60 -1.20 0.65
H -1.78417 1.51859 0.19779 -0.07 -0.48 0.11
H 0.11082 1.82987 1.79954 0.18 -0.47 -0.90
H -0.03439 0.13005 2.24220 0.22 0.73 -1.57
H 0.98511 0.97717 -1.97395 0.77 -0.54 -0.30
H 0.08858 2.18988 -1.09669 0.60 -0.74 0.90
H -0.13852 -1.18883 -2.44493 0.68 -0.56 -0.03
H -1.47113 -0.13516 -2.46951 -0.27 -0.39 0.50
H -1.53544 -1.62347 -1.35703 0.35 0.48 -0.97
H 3.89263 -0.86306 0.08726 -0.82 -0.29 0.41
H 2.61916 -2.22719 -0.62345 -0.37 -0.42 -1.02
```
Forces are in eV/Å.

Calculated values
2S+1   1
Kohn-Sham gap (spin up / spin down)   7.510 / 7.624 eV
Net charge   0
Lowest unoccupied orbital energy (spin up / spin down)   -0.008 / -0.005 hartree
DFT total energy   -576.36624 hartree
M   114.1 g/mol
Highest occupied orbital energy (spin up / spin down)   -7.73 / -7.76 eV